{"formula": "C39H32Cl2F5N6O2Se2Tc", "method": "ωB97M-V/def2-TZVPD", "total_energy_ha": -8287.64011, "s2": 3.777, "e_above_lowest_kj_mol": 201.2, "gap_ev": [6.9, 5.8], "spin_multiplicity": 4, "total_charge": 1, "species": ["Tc", "Cl", "C", "C", "C", "N", "C", "O", "C", "C", "C", "C", "C", "N", "C", "C", "C", "Cl", "N", "C", "O", "C", "C", "C", "C", "C", "N", "H", "H", "H", "H", "H", "H", "H", "H", "H", "H", "C", "C", "C", "C", "N", "C", "Se", "N", "C", "C", "C", "C", "C", "C", "C", "C", "C", "C", "H", "H", "H", "H", "H", "H", "H", "H", "H", "H", "H", "H", "H", "H", "H", "H", "H", "H", "H", "H", "H", "H", "F", "C", "C", "F", "C", "F", "C", "Se", "C", "F", "C", "F"], "positions_angstrom": [[0.63, 0.48, 1.10], [-5.49, -2.75, 0.96], [-3.85, -2.34, 1.31], [-3.32, -1.20, 0.73], [-2.00, -0.87, 1.01], [-1.31, 0.28, 0.57], [-2.03, 1.44, 0.39], [-3.05, 1.57, -0.24], [-1.46, 2.56, 1.22], [-2.11, 3.77, 1.33], [-1.59, 4.72, 2.20], [-0.46, 4.40, 2.93], [0.15, 3.17, 2.76], [-0.35, 2.25, 1.92], [-1.23, -1.66, 1.86], [-1.76, -2.81, 2.43], [-3.08, -3.14, 2.15], [-3.74, -4.57, 2.87], [0.08, -1.19, 2.04], [1.08, -2.17, 2.10], [1.18, -3.05, 2.90], [1.93, -2.10, 0.86], [2.80, -3.11, 0.50], [3.31, -3.10, -0.79], [2.93, -2.09, -1.66], [2.10, -1.08, -1.20], [1.63, -1.08, 0.04], [-3.92, -0.59, 0.07], [-3.00, 3.94, 0.75], [-2.07, 5.68, 2.32], [-0.03, 5.10, 3.64], [1.05, 2.90, 3.29], [-1.18, -3.42, 3.11], [3.01, -3.90, 1.20], [3.97, -3.88, -1.13], [3.28, -2.07, -2.68], [1.82, -0.24, -1.82], [-0.24, 4.51, -3.93], [-1.48, 3.63, -3.82], [-1.51, 2.74, -2.57], [-0.78, 1.41, -2.70], [0.63, 1.56, -3.08], [1.63, 1.97, -2.29], [1.52, 2.43, -0.47], [2.76, 2.06, -3.03], [4.08, 2.53, -2.60], [4.35, 3.95, -3.07], [3.59, 5.02, -2.29], [4.11, 5.20, -0.88], [2.46, 1.70, -4.34], [3.27, 1.63, -5.47], [2.65, 1.22, -6.63], [1.29, 0.89, -6.67], [0.49, 0.97, -5.55], [1.11, 1.38, -4.37], [-0.36, 5.25, -4.72], [0.66, 3.95, -4.16], [-0.07, 5.05, -2.99], [-1.58, 3.01, -4.72], [-2.36, 4.27, -3.80], [-2.54, 2.48, -2.31], [-1.11, 3.29, -1.72], [-1.23, 0.78, -3.46], [-0.80, 0.85, -1.76], [4.80, 1.82, -3.00], [4.10, 2.45, -1.52], [4.13, 4.02, -4.14], [5.43, 4.12, -2.98], [2.53, 4.76, -2.27], [3.66, 5.96, -2.84], [3.94, 4.32, -0.26], [3.62, 6.04, -0.38], [5.18, 5.41, -0.88], [4.32, 1.88, -5.44], [3.24, 1.15, -7.54], [0.85, 0.58, -7.61], [-0.56, 0.71, -5.59], [8.30, -0.65, 1.92], [7.02, -0.34, 2.07], [6.21, -0.11, 0.97], [6.72, -0.21, -0.27], [4.88, 0.21, 1.14], [4.16, 0.43, 0.03], [4.29, 0.32, 2.39], [2.49, 0.79, 2.78], [5.12, 0.10, 3.48], [4.64, 0.19, 4.72], [6.46, -0.23, 3.34], [7.22, -0.44, 4.41]]}

---

{"formula": "C39H32F3O3P2Pr", "method": "ωB97M-V/def2-TZVPD", "total_energy_ha": -3229.73524, "s2": 2.014, "gap_ev": [5.0, 5.1], "spin_multiplicity": 3, "total_charge": 2, "species": ["Pr", "P", "C", "O", "P", "C", "C", "C", "C", "C", "C", "C", "C", "C", "C", "C", "H", "H", "H", "H", "H", "C", "C", "C", "C", "C", "H", "H", "H", "H", "H", "C", "C", "C", "C", "C", "H", "H", "H", "H", "H", "C", "C", "C", "C", "C", "H", "H", "H", "H", "H", "C", "C", "C", "C", "C", "H", "H", "H", "H", "H", "C", "C", "C", "C", "C", "H", "H", "H", "H", "H", "H", "H", "F", "C", "F", "F", "C", "O", "O"], "positions_angstrom": [[-0.29, 0.00, 0.18], [-0.43, 2.33, -1.53], [2.15, 1.06, 1.33], [3.03, 1.60, 1.84], [0.65, -2.61, 0.80], [0.30, 3.76, -0.75], [-2.23, 2.62, -1.46], [0.09, 2.26, -3.24], [1.89, -3.46, -0.16], [1.15, -2.48, 2.54], [-0.92, -3.50, 0.86], [1.28, 4.59, -1.34], [1.82, 5.69, -0.65], [1.43, 5.97, 0.67], [0.51, 5.10, 1.29], [-0.05, 4.03, 0.59], [1.68, 4.36, -2.34], [2.61, 6.31, -1.10], [1.89, 6.82, 1.22], [0.30, 5.26, 2.36], [-0.78, 3.41, 1.14], [1.43, 1.88, -3.52], [1.90, 1.80, -4.84], [1.07, 2.10, -5.93], [-0.28, 2.42, -5.63], [-0.77, 2.44, -4.32], [2.11, 1.58, -2.72], [2.92, 1.44, -5.06], [1.43, 2.05, -6.98], [-0.95, 2.57, -6.48], [-1.84, 2.60, -4.14], [-2.82, 3.89, -1.38], [-4.21, 4.07, -1.39], [-5.09, 2.96, -1.41], [-4.51, 1.68, -1.42], [-3.11, 1.50, -1.45], [-2.16, 4.78, -1.29], [-4.67, 5.06, -1.33], [-6.19, 3.10, -1.41], [-5.19, 0.81, -1.36], [-2.75, 0.46, -1.46], [0.22, -2.51, 3.60], [0.65, -2.46, 4.93], [2.02, -2.33, 5.25], [2.93, -2.19, 4.21], [2.53, -2.25, 2.87], [-0.86, -2.57, 3.38], [-0.08, -2.43, 5.76], [2.35, -2.23, 6.30], [4.00, -1.96, 4.43], [3.26, -2.11, 2.08], [2.86, -2.76, -0.92], [3.83, -3.41, -1.71], [3.92, -4.83, -1.71], [2.96, -5.50, -0.93], [1.95, -4.86, -0.20], [2.86, -1.68, -0.98], [4.53, -2.87, -2.36], [4.69, -5.35, -2.30], [3.04, -6.59, -0.96], [1.18, -5.40, 0.35], [-1.08, -4.69, 1.59], [-2.28, -5.42, 1.54], [-3.39, -4.94, 0.81], [-3.27, -3.70, 0.14], [-2.04, -2.99, 0.15], [-0.23, -5.02, 2.20], [-2.40, -6.38, 2.08], [-4.33, -5.52, 0.79], [-4.16, -3.30, -0.36], [-2.02, -2.03, -0.40], [0.69, -0.36, -1.34], [-0.38, -0.62, -1.91], [-0.07, 2.74, 3.40], [-0.42, 1.49, 3.89], [0.69, 0.64, 3.70], [-0.59, 1.64, 5.22], [-1.70, 0.94, 3.12], [-2.74, 0.84, 3.75], [-1.48, 0.64, 1.86]]}

---

{"formula": "C39H33BCsN12O4", "method": "ωB97M-V/def2-TZVPD", "total_energy_ha": -2509.15220, "s2": 0.839, "e_above_lowest_kj_mol": 197.5, "gap_ev": [5.1, 3.4], "spin_multiplicity": 2, "total_charge": -2, "species": ["Cs", "O", "C", "O", "C", "C", "C", "C", "C", "N", "C", "O", "O", "H", "H", "H", "C", "C", "C", "C", "N", "N", "B", "N", "C", "C", "C", "C", "N", "N", "C", "C", "C", "C", "N", "N", "C", "C", "C", "C", "N", "H", "H", "H", "H", "H", "H", "H", "H", "H", "H", "H", "H", "H", "H", "H", "H", "H", "H", "H", "H", "N", "C", "C", "C", "C", "C", "C", "C", "C", "C", "C", "C", "C", "N", "C", "C", "C", "C", "N", "H", "H", "H", "H", "H", "H", "H", "H", "H", "H"], "positions_angstrom": [[-0.46, -0.55, -1.00], [2.76, -2.33, 3.71], [1.91, -2.43, 2.83], [0.70, -2.27, 2.80], [2.53, -2.94, 1.44], [3.75, -3.59, 1.47], [4.25, -4.06, 0.26], [3.51, -3.87, -0.89], [2.29, -3.22, -0.81], [1.84, -2.77, 0.34], [1.39, -3.10, -2.05], [1.20, -4.18, -2.63], [0.97, -1.97, -2.34], [4.27, -3.71, 2.41], [5.20, -4.58, 0.23], [3.85, -4.24, -1.85], [-3.09, 1.92, 3.81], [-1.89, 1.63, 2.98], [-1.55, 0.41, 2.37], [-0.36, 0.67, 1.74], [-0.03, 1.95, 1.97], [-0.96, 2.54, 2.72], [1.21, 2.67, 1.44], [2.22, 1.66, 0.94], [2.99, 0.83, 1.67], [3.68, 0.02, 0.79], [3.26, 0.43, -0.48], [3.68, -0.10, -1.81], [2.38, 1.41, -0.37], [0.83, 3.57, 0.25], [1.62, 4.52, -0.28], [0.99, 5.02, -1.40], [-0.20, 4.28, -1.48], [-1.29, 4.40, -2.50], [-0.27, 3.42, -0.48], [1.81, 3.56, 2.53], [1.12, 4.48, 3.25], [2.00, 5.07, 4.13], [3.23, 4.44, 3.86], [4.54, 4.68, 4.54], [3.09, 3.55, 2.90], [-3.57, 0.99, 4.11], [-3.82, 2.51, 3.25], [-2.82, 2.48, 4.70], [-2.09, -0.52, 2.40], [0.27, 0.00, 1.18], [3.00, 0.87, 2.74], [4.39, -0.75, 1.04], [4.60, -0.68, -1.72], [3.82, 0.72, -2.51], [2.90, -0.75, -2.22], [2.56, 4.77, 0.17], [1.34, 5.79, -2.06], [-1.14, 5.27, -3.13], [-2.25, 4.48, -2.00], [-1.31, 3.51, -3.13], [0.07, 4.61, 3.09], [1.80, 5.84, 4.85], [4.49, 5.58, 5.16], [5.34, 4.79, 3.80], [4.80, 3.83, 5.18], [-1.51, -4.14, -7.79], [-1.72, -3.77, -6.72], [-2.06, -3.34, -5.42], [-3.12, -2.45, -5.26], [-3.50, -2.06, -4.00], [-2.86, -2.57, -2.87], [-1.80, -3.45, -3.04], [-1.38, -3.83, -4.30], [-3.30, -2.19, -1.52], [-3.45, -0.83, -1.23], [-4.06, -0.22, -0.09], [-4.00, 1.13, -0.30], [-3.35, 1.29, -1.56], [-3.03, 0.15, -2.11], [-3.56, -3.21, -0.60], [-3.61, -4.62, -0.87], [-3.87, -5.23, 0.32], [-3.98, -4.18, 1.27], [-3.82, -3.00, 0.73], [-3.64, -2.08, -6.14], [-4.32, -1.36, -3.87], [-1.28, -3.84, -2.18], [-0.53, -4.49, -4.40], [-4.48, -0.75, 0.74], [-4.38, 1.92, 0.32], [-3.14, 2.23, -2.04], [-3.48, -5.09, -1.83], [-3.97, -6.29, 0.52], [-4.18, -4.28, 2.33]]}

---

{"formula": "C39H33CoIN2O6P2S", "method": "ωB97M-V/def2-TZVPD", "total_energy_ha": -4828.38363, "s2": 0.756, "e_above_lowest_kj_mol": 69.0, "gap_ev": [5.9, 6.1], "spin_multiplicity": 2, "total_charge": -2, "species": ["Co", "C", "N", "C", "P", "C", "C", "C", "C", "C", "C", "C", "C", "C", "C", "C", "C", "C", "C", "C", "C", "C", "C", "P", "C", "C", "C", "C", "C", "C", "C", "C", "C", "C", "C", "C", "H", "H", "H", "H", "H", "H", "H", "H", "H", "H", "H", "H", "H", "H", "H", "H", "H", "H", "H", "H", "H", "H", "H", "H", "H", "H", "H", "H", "H", "O", "C", "C", "O", "C", "C", "O", "C", "O", "O", "N", "C", "O", "C", "I", "H", "H", "H", "H", "S"], "positions_angstrom": [[1.01, 0.22, -0.93], [-1.42, 1.77, 1.19], [-1.18, 0.63, 2.05], [0.19, 0.43, 2.49], [1.23, -0.39, 1.18], [0.51, -2.13, 1.33], [0.58, -2.96, 0.21], [0.09, -4.26, 0.25], [-0.49, -4.76, 1.41], [-0.56, -3.95, 2.54], [-0.06, -2.65, 2.50], [2.81, -0.78, 2.05], [3.39, 0.13, 2.93], [4.58, -0.17, 3.57], [5.24, -1.37, 3.32], [4.68, -2.27, 2.43], [3.46, -1.99, 1.81], [-2.25, -0.12, 2.55], [-3.36, -0.40, 1.73], [-4.44, -1.11, 2.22], [-4.46, -1.57, 3.53], [-3.37, -1.30, 4.35], [-2.28, -0.58, 3.87], [-0.76, 1.65, -0.56], [-2.38, 1.44, -1.42], [-2.82, 0.14, -1.71], [-4.07, -0.08, -2.28], [-4.90, 0.99, -2.55], [-4.49, 2.28, -2.24], [-3.25, 2.51, -1.67], [-0.35, 3.38, -1.03], [-0.43, 3.70, -2.39], [-0.13, 4.97, -2.84], [0.27, 5.95, -1.94], [0.40, 5.63, -0.59], [0.11, 4.35, -0.15], [-1.00, 2.67, 1.64], [-2.49, 1.91, 1.11], [0.24, -0.17, 3.39], [0.66, 1.39, 2.68], [1.01, -2.59, -0.71], [0.15, -4.88, -0.64], [-0.89, -5.77, 1.44], [-1.01, -4.32, 3.45], [-0.11, -2.06, 3.40], [2.93, 1.09, 3.08], [5.02, 0.55, 4.26], [6.18, -1.59, 3.80], [5.19, -3.20, 2.20], [3.04, -2.71, 1.12], [-3.35, -0.08, 0.70], [-5.27, -1.32, 1.56], [-5.30, -2.14, 3.91], [-3.36, -1.65, 5.37], [-1.46, -0.36, 4.54], [-2.18, -0.70, -1.47], [-4.37, -1.09, -2.51], [-5.87, 0.82, -3.01], [-5.15, 3.13, -2.45], [-2.94, 3.52, -1.44], [-0.71, 2.93, -3.10], [-0.19, 5.19, -3.90], [0.50, 6.95, -2.29], [0.75, 6.38, 0.11], [0.29, 4.10, 0.89], [-1.30, -0.86, -6.43], [-0.82, -0.63, -5.34], [-0.96, -1.50, -4.11], [-1.63, -2.52, -4.01], [-0.22, -0.80, -3.07], [0.35, 0.39, -3.55], [1.00, 1.17, -2.78], [-0.04, 0.60, -4.95], [0.15, 1.58, -5.64], [-0.13, -1.10, -1.82], [4.42, -0.07, -0.76], [3.73, -1.10, -1.27], [2.48, -1.02, -1.50], [4.44, -2.32, -1.49], [6.45, -1.89, -3.60], [3.93, 0.81, -0.65], [5.41, -0.05, -0.93], [3.92, -3.16, -1.93], [5.35, -2.51, -0.92], [2.07, 1.68, 0.35]]}